Record 1
A single C18H16N2S molecule at a distorted geometry, computed with ωB97M-V/def2-TZVPD.

Calculated values
Structure (SMILES) = C=CCSc1nc(C)cc(/C=C\c2ccccc2)c1C#N
LUMO energy = -0.003 hartree
Energy relative to the best compared isomer or geometry (same formula, charge and spin) = 0.000 eV

Each line ends with the natural charge from an NBO analysis.
Element x y z (Å)
1 C -0.06 -4.62 -0.40  -0.40
2 C -0.83 -3.66 0.07  -0.19
3 C -0.38 -2.42 0.77  -0.57
4 S 1.45 -2.28 0.88  0.28
5 C 1.75 -0.57 0.59  0.14
6 N 2.89 -0.34 -0.03  -0.46
7 C 3.25 0.89 -0.34  0.27
8 C 4.58 1.07 -0.99  -0.65
9 C 2.40 1.98 -0.11  -0.27
10 C 1.20 1.77 0.54  0.06
11 C 0.28 2.89 0.80  -0.23
12 C -1.04 2.85 0.59  -0.13
13 C -1.78 1.74 0.00  -0.09
14 C -3.03 1.39 0.53  -0.18
15 C -3.73 0.32 0.01  -0.22
16 C -3.21 -0.41 -1.05  -0.16
17 C -2.00 -0.04 -1.60  -0.23
18 C -1.29 1.02 -1.09  -0.21
19 C 0.88 0.47 0.98  -0.28
20 C -0.18 0.27 1.87  0.30
21 N -0.99 0.12 2.67  -0.32
22 H -0.47 -5.48 -0.89  0.20
23 H 1.01 -4.59 -0.30  0.20
24 H -1.90 -3.71 -0.04  0.20
25 H -0.75 -1.54 0.23  0.24
26 H -0.78 -2.40 1.78  0.24
27 H 5.05 0.10 -1.11  0.24
28 H 5.22 1.70 -0.37  0.23
29 H 4.48 1.54 -1.96  0.23
30 H 2.68 2.96 -0.45  0.22
31 H 0.74 3.79 1.17  0.22
32 H -1.63 3.72 0.87  0.22
33 H -3.42 1.95 1.36  0.22
34 H -4.68 0.05 0.44  0.22
35 H -3.76 -1.25 -1.45  0.21
36 H -1.60 -0.59 -2.44  0.22
37 H -0.35 1.31 -1.53  0.22

Record 2
A single C18H16N4O3S molecule at a distorted geometry, computed with ωB97M-V/def2-TZVPD.

Calculated values
Structure (SMILES) = O=C(CSc1ncn(-c2ccccc2)n1)Nc1ccc2c(c1)OCCO2
LUMO energy = 0.020 hartree
Energy relative to the best compared isomer or geometry (same formula, charge and spin) = 1.914 eV

Each line ends with the natural charge from an NBO analysis.
Element x y z (Å)
1 O -1.27 -1.64 -1.14  -0.59
2 C -0.87 -0.64 -0.59  0.67
3 C 0.62 -0.31 -0.56  -0.61
4 S 0.98 1.48 -0.69  0.27
5 C 2.68 1.41 -0.42  0.14
6 N 3.46 2.52 -0.42  -0.47
7 C 4.66 2.04 -0.18  0.20
8 N 4.62 0.70 -0.05  -0.21
9 C 5.64 -0.22 0.20  0.22
10 C 5.33 -1.58 0.23  -0.24
11 C 6.33 -2.51 0.47  -0.19
12 C 7.63 -2.09 0.67  -0.22
13 C 7.94 -0.74 0.64  -0.19
14 C 6.95 0.20 0.41  -0.26
15 N 3.34 0.29 -0.20  -0.32
16 N -1.63 0.26 0.07  -0.60
17 C -3.02 0.29 0.23  0.14
18 C -3.58 1.38 0.90  -0.24
19 C -4.94 1.47 1.07  -0.23
20 C -5.78 0.47 0.60  0.19
21 C -5.22 -0.65 -0.04  0.31
22 C -3.85 -0.73 -0.23  -0.30
23 O -5.99 -1.69 -0.49  -0.49
24 C -7.31 -1.68 0.02  -0.10
25 C -7.89 -0.27 -0.05  -0.10
26 O -7.14 0.61 0.76  -0.49
27 H 1.12 -0.83 -1.38  0.25
28 H 1.05 -0.66 0.38  0.25
29 H 5.54 2.64 -0.12  0.21
30 H 4.31 -1.88 0.07  0.25
31 H 6.08 -3.56 0.49  0.22
32 H 8.41 -2.82 0.86  0.22
33 H 8.96 -0.41 0.80  0.22
34 H 7.21 1.25 0.39  0.21
35 H -1.16 1.07 0.45  0.41
36 H -2.94 2.17 1.27  0.21
37 H -5.39 2.31 1.57  0.23
38 H -3.44 -1.59 -0.73  0.27
39 H -7.88 -2.38 -0.58  0.20
40 H -7.30 -2.01 1.07  0.18
41 H -8.91 -0.24 0.33  0.20
42 H -7.87 0.08 -1.09  0.18

Record 3
A molecular structure, C18H16NNiO5S2 at a distorted geometry, computed with ωB97M-V/def2-TZVPD.

Calculated values
Charge = +1
LUMO energy (spin up / spin down) = -0.168 / -0.255 hartree
2S+1 = 3

Each line ends with the Löwdin spin population.
Element x y z (Å)
1 O 5.94 -0.74 0.57  0.00
2 C 4.98 -1.48 1.14  0.00
3 O 5.40 -2.73 1.84  0.00
4 O 3.55 -1.02 1.09  0.00
5 C 3.33 -0.70 -0.35  0.00
6 O 3.06 -1.73 -1.15  0.00
7 O 3.49 0.71 -0.76  0.00
8 C 2.48 1.11 -1.76  0.00
9 C 1.03 1.59 -1.08  0.00
10 C -0.17 1.61 -2.23  0.00
11 S -1.60 2.73 -1.78  0.01
12 C -2.89 1.88 -0.72  0.00
13 S -4.47 2.60 -0.74  0.03
14 N -2.72 0.67 0.16  0.22
15 C -2.46 -0.60 -0.59  0.00
16 C -1.06 -1.44 -0.70  0.17
17 C -0.91 -2.87 -1.54  -0.12
18 C -2.23 -3.53 -2.28  0.18
19 C -3.67 -2.71 -2.20  -0.11
20 C -3.77 -1.28 -1.38  0.15
21 C -1.82 0.89 1.34  0.04
22 C -0.96 2.23 1.71  0.18
23 C -0.02 2.34 3.06  -0.12
24 C 0.09 1.08 4.14  0.26
25 C -0.79 -0.27 3.81  -0.16
26 C -1.72 -0.36 2.45  0.26
27 H 2.25 0.30 -2.58  0.00
28 H 2.91 2.05 -2.34  0.00
29 H 0.74 0.98 -0.12  0.00
30 H 1.21 2.73 -0.78  0.00
31 H 0.35 2.11 -3.19  0.00
32 H -0.49 0.54 -2.58  0.00
33 H -0.10 -1.03 -0.15  0.01
34 H 0.17 -3.38 -1.52  -0.01
35 H -2.10 -4.56 -2.84  0.01
36 H -4.61 -3.19 -2.71  -0.01
37 H -4.83 -0.74 -1.32  0.00
38 H -1.00 3.17 1.01  0.00
39 H 0.58 3.36 3.26  -0.01
40 H 0.78 1.17 5.08  0.01
41 H -0.77 -1.19 4.54  -0.01
42 H -2.35 -1.35 2.25  0.01
43 Ni 5.17 1.07 1.95  0.99

Calculated molar mass (u), listed in the same order as above: 292.4, 368.4, 449.2